[1]
{"formula": "C40H41BN9OP2SSr", "method": "ωB97M-V/def2-TZVPD", "lumo_energy_ev": [-4.97, -5.94], "multiplicity": 2, "total_charge": 2, "homo_energy_ev": [-13.4, -13.4], "largest_force_ev_per_a": 0.2, "e_above_lowest_ev": 1.854, "species": ["Sr", "S", "P", "P", "O", "N", "N", "N", "N", "N", "N", "N", "N", "N", "C", "C", "C", "C", "C", "C", "C", "C", "C", "C", "C", "C", "C", "C", "C", "C", "C", "C", "C", "C", "C", "C", "C", "C", "C", "C", "C", "C", "C", "C", "C", "C", "C", "C", "C", "C", "C", "C", "C", "C", "B", "H", "H", "H", "H", "H", "H", "H", "H", "H", "H", "H", "H", "H", "H", "H", "H", "H", "H", "H", "H", "H", "H", "H", "H", "H", "H", "H", "H", "H", "H", "H", "H", "H", "H", "H", "H", "H", "H", "H", "H", "H"], "coordinates": [[-0.6941, 0.0306, -0.2673], [1.8334, 4.2019, 1.6739], [-3.0508, 2.3686, -0.6162], [2.9587, 2.6617, 0.4840], [-1.3582, 2.6882, -0.2720], [3.4781, -2.5493, 0.8296], [-0.5553, 3.0314, -1.3111], [1.6017, -1.2058, 1.8556], [1.5802, -0.0921, -1.3116], [1.1122, -2.8535, 0.0319], [0.7023, -0.1907, 1.8198], [2.4789, -0.7290, -0.5169], [4.3049, -2.1193, 1.8199], [-0.1276, -2.4449, -0.3409], [-3.5136, 1.7349, 3.4298], [-5.5117, 5.4705, -1.3085], [6.3557, 2.7192, 2.8502], [5.4351, -3.4991, 0.4346], [-3.3532, 1.6558, 1.0285], [1.7424, -1.6478, 3.1175], [1.5908, 3.3102, 3.2516], [4.4336, 5.4368, -2.8760], [-3.7106, 4.0364, -0.6037], [-3.1074, 5.1112, 0.0539], [-0.0834, -4.6915, -0.2934], [2.2807, 0.6754, -2.1400], [3.6505, 0.5498, -1.8979], [1.1463, -4.2001, 0.0820], [5.4379, 3.1061, 1.8917], [3.7295, -0.3466, -0.8532], [2.8322, 5.3266, 3.8797], [-4.9034, 4.2238, -1.3021], [4.9277, 3.7972, -1.1859], [5.3388, 4.6004, -2.2408], [2.9830, 5.4419, 2.3637], [5.4687, -2.7004, 1.5952], [5.0913, 0.7146, 3.2776], [0.2987, -0.0033, 3.0784], [-4.9158, 6.5327, -0.6460], [-3.5891, 0.2759, 1.0750], [3.1053, 5.4549, -2.4701], [4.1556, -3.3641, -0.0273], [-3.7247, 0.3606, 3.4664], [6.1785, 1.5280, 3.5512], [-3.7687, -0.3730, 2.2906], [4.1689, 1.1016, 2.3149], [3.6016, 3.8299, -0.7549], [-0.8418, -3.5505, -0.5474], [4.3184, 2.3054, 1.6236], [-3.3305, 2.3840, 2.2192], [0.9342, -0.8926, 3.9436], [2.6599, 3.8443, 4.2023], [2.6867, 4.6461, -1.4267], [-3.7103, 6.3569, 0.0253], [2.1683, -1.8395, 0.5487], [3.7032, 5.7566, 4.3733], [7.2191, 3.3398, 3.0500], [5.6039, 4.0246, 1.3466], [1.6658, 2.2402, 3.0562], [-1.8697, -3.4856, -0.8706], [-3.9656, -1.4364, 2.3177], [6.2267, -4.0890, 0.0073], [-3.2435, 7.1950, 0.5249], [4.5895, -0.7504, -0.3450], [-3.6936, -0.2811, 0.1448], [-0.4341, 0.7599, 3.3020], [4.7567, 6.0651, -3.6950], [-3.5115, 2.3015, 4.3516], [2.4240, -2.4471, 3.3464], [0.5812, 3.5437, 3.5872], [3.9848, 5.1905, 2.0259], [6.2907, -2.5332, 2.2732], [-3.1922, 3.4573, 2.1954], [3.5945, 3.3065, 4.0430], [3.6870, -3.7645, -0.9111], [-0.3822, -5.7214, -0.3701], [4.9611, -0.2318, 3.7844], [5.6430, 3.1326, -0.7199], [-5.3853, 7.5070, -0.6619], [6.9063, 1.2317, 4.2950], [1.6396, 4.6435, -1.1446], [1.7746, 1.2850, -2.8724], [-2.1618, 4.9773, 0.5655], [6.3702, 4.5692, -2.5654], [1.9568, 5.8902, 4.2083], [2.3520, 3.6888, 5.2359], [3.3383, 0.4462, 2.0845], [2.3938, 6.0943, -2.9754], [-5.3583, 3.4016, -1.8427], [-3.8787, -0.1350, 4.4155], [2.7005, 6.4105, 1.9583], [0.8217, -0.9822, 5.0095], [-1.1763, 3.2598, -2.1038], [-6.4409, 5.6141, -1.8423], [2.0312, -4.7250, 0.3951], [4.4618, 1.0208, -2.4233]]}

***

[2]
{"formula": "C40H42BaBrN2O3S4Si", "method": "ωB97M-V/def2-TZVPD", "lumo_energy_ev": -2.14, "multiplicity": 1, "total_charge": 1, "homo_energy_ev": -10.6, "largest_force_ev_per_a": 2.8, "e_above_lowest_ev": 0.493, "species": ["Ba", "Br", "S", "S", "S", "S", "Si", "O", "O", "O", "N", "N", "C", "C", "C", "C", "C", "C", "C", "C", "C", "C", "C", "C", "C", "C", "C", "C", "C", "C", "C", "C", "C", "C", "C", "C", "C", "C", "C", "C", "C", "C", "C", "C", "C", "C", "C", "C", "C", "C", "C", "C", "H", "H", "H", "H", "H", "H", "H", "H", "H", "H", "H", "H", "H", "H", "H", "H", "H", "H", "H", "H", "H", "H", "H", "H", "H", "H", "H", "H", "H", "H", "H", "H", "H", "H", "H", "H", "H", "H", "H", "H", "H", "H"], "coordinates": [[0.7935, -1.0401, -1.1609], [4.9648, -5.3553, 3.9587], [0.3454, -1.1149, -4.9378], [-1.8825, -0.4435, -2.7006], [0.9893, -4.0858, -3.3467], [-1.5561, -3.2933, -0.7408], [-0.3527, 2.4514, -0.3113], [2.7034, -3.2053, -0.2615], [1.2914, -1.4952, 1.1609], [-0.1625, 0.8438, -0.5185], [1.6686, -1.1154, 5.3622], [0.6807, -0.4450, 3.5125], [0.1195, 2.7545, -3.1365], [0.5665, 4.8505, -4.2381], [0.4007, 3.4708, -4.2985], [0.5505, 0.5016, 6.9872], [-1.0278, 1.9376, 5.8194], [-4.0468, 4.1957, 0.6616], [0.1940, -3.9426, -4.9642], [-0.7447, 1.3538, 4.6013], [3.1290, -3.2115, 3.8574], [-3.0790, -0.9525, -1.4518], [-2.0908, 2.7815, 0.3201], [0.8596, 3.1457, 0.9295], [-2.7641, 4.0037, 0.1536], [0.4689, 5.5065, -3.0139], [-4.0488, 1.9472, 1.5264], [-3.1355, -2.4233, -1.0353], [-2.7702, 1.7591, 1.0051], [2.2770, -2.2976, 3.2323], [3.8207, -4.1270, 3.1092], [-0.2442, -5.0623, -2.4470], [0.2001, 0.3305, 4.5783], [-2.4212, -1.2214, -4.2207], [-1.5657, -4.3325, -2.2185], [-0.3844, 1.5186, 6.9986], [3.5854, -4.0502, -1.0278], [0.2011, 4.7824, -1.8550], [0.4546, 3.7588, 2.1233], [-4.6877, 3.1708, 1.3542], [2.1305, -2.3412, 1.8449], [3.7018, -4.1643, 1.7272], [1.3909, 4.2325, 3.0428], [2.8649, -3.2649, 1.1018], [2.7500, 4.1045, 2.7800], [-1.4162, -0.8391, -5.3110], [0.8173, -0.0800, 5.7480], [0.0024, 3.3900, -1.8916], [0.6795, -2.7044, -5.7143], [2.2402, 3.0523, 0.6776], [1.5429, -1.2899, 4.0251], [3.1772, 3.5165, 1.5904], [-1.6475, -1.3721, -6.2369], [-3.7023, -2.4841, -0.1116], [-2.8078, -0.3259, -0.6049], [4.2373, 3.4313, 1.3753], [0.2551, -2.6906, -6.7184], [3.4319, -3.7968, -2.0679], [1.0573, 4.6964, 3.9655], [-2.3880, -5.0374, -2.1076], [-4.5487, 5.1473, 0.5177], [4.2684, -4.8931, 1.1645], [-1.7791, -3.6896, -3.0593], [0.2353, -5.3469, -1.5069], [3.4785, 4.4724, 3.4938], [0.1774, 5.3092, -0.8997], [-4.5451, 1.1443, 2.0645], [1.0432, 0.1737, 7.8967], [0.4307, -4.8357, -5.5427], [3.2515, -3.2073, 4.9338], [-3.6761, -3.0216, -1.7653], [1.7645, -2.7287, -5.8348], [-0.4260, -5.9850, -2.9944], [-2.5096, -2.2996, -4.1140], [-1.7598, 2.7378, 5.8712], [-0.6316, 2.0024, 7.9371], [2.5925, 2.6127, -0.2560], [0.4966, 2.9545, -5.2486], [-0.8886, -3.9075, -4.8305], [0.8435, -0.8479, 1.8865], [-3.4044, -0.8259, -4.4849], [-4.0768, -0.6343, -1.7570], [-2.2904, 4.8178, -0.3922], [0.7833, 5.4130, -5.1407], [-1.2338, 1.6777, 3.6920], [3.3445, -5.1023, -0.8756], [-2.2787, 0.7965, 1.1453], [-0.6059, 3.8701, 2.3421], [-0.0112, 1.6790, -3.2026], [4.6232, -3.8650, -0.7528], [-1.4975, 0.2278, -5.5275], [0.6206, 6.5802, -2.9600], [2.2782, -1.6322, 5.9690], [-5.6861, 3.3231, 1.7506]]}